1.
Molecular formula: C12H9Cl5GeN4S3Y
Method: DFT, wB97M-V/def2-TZVPD

Structure (XYZ):
```
35
C12H9Cl5GeN4S3Y, DFT wB97M-V/def2-TZVPD
Y -0.08739 -0.88605 -1.24525
Cl 2.57602 -0.52206 -0.50451
C 2.74906 -0.54566 1.27050
C 4.05333 -0.54328 1.72667
C 4.24441 -0.57732 3.09476
C 3.14380 -0.61389 3.93876
C 1.86020 -0.61885 3.42264
Cl 0.54141 -0.66774 4.55135
C 1.60608 -0.58711 2.04970
S -0.04939 -0.55504 1.42065
H 4.88522 -0.52006 1.03701
H 5.24464 -0.57780 3.50548
H 3.27320 -0.64285 5.01173
N -3.23737 -2.44250 0.27716
C -3.36523 -1.22475 -0.19658
N -2.34588 -0.46380 -0.57684
C -2.77395 0.78460 -0.89957
C -4.16800 0.97207 -0.84776
S -4.93347 -0.42818 -0.34183
C -1.84114 1.77536 -1.27148
C -2.12429 3.14021 -1.30841
S -0.75389 4.02518 -1.69020
C 0.17050 2.52807 -1.80393
N -0.53941 1.43567 -1.55494
N 1.45347 2.55204 -2.09410
H -2.31188 -2.79662 0.49229
H -4.02402 -2.99088 0.59170
H -4.73001 1.86007 -1.09648
H -3.06286 3.62886 -1.09321
H 1.94299 3.41013 -2.29616
H 1.98692 1.69540 -2.14657
Cl 1.40048 -0.98079 -3.45246
Ge 0.36955 -3.17786 -3.57694
Cl -1.66847 -2.04063 -3.20538
Cl 0.51533 -3.40393 -1.18779
```

Results
Multiplicity ... 2
⟨S²⟩ ... 0.788
Total charge ... +2
HOMO energy (alpha / beta) ... -13.120 / -13.120 eV

These are the Mulliken partial charges, in e, on atoms 1 to 2: Y 0.66; Cl -0.11



2.
Molecular formula: C30H25BrIrN3O5S3
Method: DFT, wB97M-V/def2-TZVPD

Structure (XYZ):
```
68
C30H25BrIrN3O5S3, DFT wB97M-V/def2-TZVPD
Ir -1.00062 1.00055 0.63684
O -0.98881 -1.23417 -3.02862
C 0.01822 -2.05057 -2.89115
C 0.09646 -3.14463 -3.78447
C 1.13651 -4.02242 -3.68978
C 2.12804 -3.83647 -2.70321
C 2.04340 -2.75714 -1.82092
C 0.99902 -1.86022 -1.89013
C 0.88915 -0.65692 -0.99140
O -0.41152 -0.28160 -0.90372
N 1.41199 -0.94923 0.38847
N 0.85389 -0.24494 1.35172
C 1.50974 0.03301 2.45140
C 0.87745 0.73543 3.51445
Br -1.01610 0.72554 3.50719
C 1.53079 1.38263 4.52277
C 2.96048 1.63458 4.57398
C 3.69713 1.99099 3.42908
C 5.05617 2.23175 3.52691
C 5.69358 2.12611 4.75610
C 4.96897 1.80189 5.89982
C 3.61067 1.57317 5.81505
H -0.97414 -0.61146 -2.23752
H -0.67989 -3.25553 -4.53009
H 1.19656 -4.85796 -4.37468
H 2.95805 -4.52734 -2.62898
H 2.82518 -2.63545 -1.08104
H 1.51451 0.16866 -1.37639
H 2.41225 -1.09536 0.47968
H 2.54539 -0.26747 2.57776
H 0.93769 1.75378 5.35098
H 3.19082 2.14062 2.48361
H 5.61474 2.52595 2.64814
H 6.75582 2.32057 4.83010
H 5.46719 1.73993 6.85784
H 3.04233 1.33133 6.70504
S -3.51207 1.73000 1.28263
C -3.68562 0.04706 0.98288
N -2.60933 -0.58548 0.68256
C -2.82505 -1.97158 0.45498
C -1.87784 -2.92898 0.12617
C -2.29814 -4.23875 -0.07345
C -3.63515 -4.59242 0.05926
C -4.57851 -3.64673 0.39779
C -4.15134 -2.33187 0.59397
S -5.10019 -0.92898 1.02373
H -0.83723 -2.64483 0.02418
H -1.57392 -4.99998 -0.33847
H -3.93732 -5.61870 -0.10142
H -5.62141 -3.91782 0.50698
C -3.19080 1.97011 -4.76549
C -2.32179 2.32945 -3.59091
C -0.94421 2.07634 -3.62119
C -0.13543 2.40489 -2.55532
C -0.70114 2.99061 -1.42008
C -2.06213 3.28902 -1.38627
C -2.86091 2.94532 -2.46900
S 0.32551 3.33378 -0.01528
O 1.26906 2.19867 -0.00239
O 0.87380 4.64553 -0.03852
O -0.64549 3.10678 1.12569
H -2.76070 1.14933 -5.33895
H -3.29513 2.82534 -5.43674
H -4.19135 1.68274 -4.44359
H -0.51127 1.60207 -4.49494
H 0.92712 2.19492 -2.58057
H -2.48230 3.78949 -0.52661
H -3.92088 3.16706 -2.43643
```

Results
Multiplicity ... 6
⟨S²⟩ ... 8.792
Total charge ... +1
HOMO energy (alpha / beta) ... -10.288 / -10.279 eV

These are the Mulliken partial charges, in e, on atoms 1 to 2: Ir 2.40; O -0.78